{
  "formula": "C23H50FN2O5Sr",
  "method": "ωB97M-V/def2-TZVPD",
  "symbols": ["H", "F", "C", "H", "H", "H", "C", "C", "H", "C", "H", "H", "C", "C", "H", "H", "H", "C", "H", "C", "H", "H", "H", "H", "C", "O", "H", "H", "H", "H", "H", "N", "C", "H", "H", "H", "H", "H", "H", "C", "H", "H", "H", "C", "O", "C", "H", "H", "H", "H", "C", "O", "H", "H", "Sr", "C", "H", "C", "H", "H", "C", "H", "H", "H", "O", "C", "C", "H", "C", "H", "H", "C", "O", "N", "H", "H", "C", "C", "H", "H", "H", "H"],
  "xyz": [[-15.00, -4.53, 23.37], [-12.04, -1.28, 28.48], [-7.78, 2.01, 25.65], [-11.87, -4.32, 20.58], [-6.70, 2.12, 25.56], [-6.77, -1.00, 29.93], [-6.32, -1.29, 28.99], [-13.94, -4.31, 23.21], [-14.52, -0.96, 23.64], [-6.18, 2.48, 28.47], [-9.42, -4.05, 22.05], [-12.24, -1.03, 21.88], [-5.61, -0.16, 26.91], [-14.58, -1.94, 23.15], [-6.52, -4.41, 24.75], [-6.91, -2.08, 28.52], [-14.32, -1.73, 22.11], [-11.64, -1.82, 21.43], [-15.12, -2.80, 25.50], [-5.98, 1.03, 28.97], [-13.74, -3.72, 25.96], [-10.41, 1.28, 26.74], [-15.62, -2.26, 23.09], [-6.51, -5.13, 28.31], [-7.63, 2.81, 28.00], [-6.46, -4.66, 27.47], [-7.48, 3.73, 27.43], [-10.22, 2.93, 27.10], [-4.68, -0.71, 27.03], [-7.66, -6.23, 26.72], [-8.35, 2.88, 25.31], [-7.95, 0.36, 27.65], [-11.44, -3.03, 22.42], [-11.38, -6.78, 24.03], [-10.93, -8.00, 24.96], [-13.42, -5.03, 23.85], [-12.62, -7.68, 26.51], [-7.96, -5.42, 24.57], [-8.16, 1.36, 24.87], [-6.93, -5.52, 26.35], [-10.37, -6.51, 26.87], [-11.71, -4.80, 25.02], [-6.14, -0.90, 26.30], [-10.71, -6.93, 24.87], [-11.54, -1.67, 24.50], [-9.92, -3.31, 22.66], [-5.63, 2.56, 27.53], [-13.92, -3.86, 21.10], [-8.24, 3.05, 28.87], [-13.66, -1.97, 25.75], [-13.65, -2.98, 23.84], [-11.17, -4.83, 25.81], [-5.29, -1.51, 29.27], [-4.97, 0.89, 29.35], [-10.60, -2.57, 26.77], [-7.44, -4.73, 25.24], [-5.64, 3.21, 29.06], [-6.54, 0.01, 28.06], [-7.80, -3.16, 26.24], [-9.34, -2.39, 22.66], [-14.05, -2.89, 25.32], [-6.02, -6.09, 26.14], [-13.69, -5.54, 21.34], [-13.32, -6.15, 25.90], [-8.35, -3.77, 25.73], [-13.46, -4.57, 21.78], [-11.92, -4.37, 21.67], [-11.39, -5.30, 21.90], [-11.13, -6.20, 26.15], [-12.83, -6.39, 27.55], [-9.70, -6.71, 24.51], [-8.26, 1.76, 27.12], [-8.59, -0.79, 26.95], [-12.09, -2.82, 23.77], [-9.84, -3.68, 23.68], [-12.21, -1.97, 20.51], [-12.54, -6.59, 26.52], [-9.83, 1.96, 27.36], [-10.28, 1.85, 28.35], [-5.40, 0.73, 26.32], [-6.54, 1.18, 29.90], [-10.73, -1.40, 21.00]],
  "mulliken_charge": [0.525, -0.927, -1.579, 0.382, 0.307, 0.469, -1.549, -0.505, 0.417, -0.919, 0.350, 0.347, -1.492, -1.925, 0.314, 0.049, 0.422, -1.817, 0.423, -1.381, 0.130, 0.113, 0.415, 0.258, -1.143, -0.453, 0.413, 0.428, 0.447, 0.241, 0.521, -0.219, 1.904, 0.192, 0.479, -0.331, 0.417, 0.154, 0.174, -0.310, 0.385, -0.575, 0.188, -1.144, -1.147, -1.742, 0.309, 0.393, 0.431, 0.436, 1.579, 0.412, 0.427, 0.387, 1.270, -0.613, 0.415, 1.570, 0.032, 0.454, -1.783, 0.341, 0.403, 0.211, 0.094, -0.956, -1.491, 0.453, 0.621, 0.320, 0.104, 1.506, -0.269, 1.117, 0.111, 0.356, -1.306, -1.581, 0.424, 0.246, 0.452, 0.422],
  "largest_force_ev_per_a": 4.4,
  "total_energy_ev": -41429.8427,
  "e_above_lowest_ev": 4.029,
  "total_charge": -1,
  "homo_lumo_gap_ev": 5.064,
  "spin_multiplicity": 1
}

{
  "formula": "C23H50KN3O4SSi3Te",
  "method": "ωB97M-V/def2-TZVPD",
  "symbols": ["C", "H", "Si", "H", "H", "H", "C", "O", "C", "C", "H", "H", "H", "H", "H", "H", "H", "S", "H", "C", "Te", "C", "H", "C", "H", "Si", "H", "C", "H", "C", "H", "H", "H", "O", "C", "H", "N", "H", "H", "H", "C", "K", "Si", "H", "C", "C", "H", "C", "C", "H", "H", "H", "H", "C", "O", "H", "H", "H", "C", "C", "H", "H", "H", "H", "H", "C", "H", "C", "H", "O", "H", "H", "H", "H", "H", "N", "H", "H", "C", "H", "N", "C", "H", "H", "H", "C"],
  "xyz": [[-3.20, -0.30, -1.26], [2.41, -1.95, 0.99], [-2.56, -0.73, 2.06], [2.71, 2.08, 1.96], [1.42, 2.83, 2.86], [1.19, -3.11, -4.89], [-1.54, -2.97, 0.75], [-1.48, -1.60, 1.06], [-1.20, 5.21, -6.40], [3.50, -0.12, 0.64], [-0.96, -0.76, 4.03], [-1.01, -3.57, 1.50], [-5.68, 1.47, -1.02], [-1.69, 2.51, -1.40], [-1.51, 1.44, 4.69], [4.00, 0.62, 1.27], [-4.84, 2.75, 4.39], [1.05, -2.33, -2.70], [-3.17, 4.66, 2.99], [2.61, -1.01, 1.53], [0.27, 1.79, -4.02], [1.63, 2.04, 2.12], [-5.51, 2.41, 0.48], [-2.73, 2.64, -1.08], [1.88, 0.55, 3.65], [-3.38, 1.18, -0.09], [4.30, -0.76, 0.24], [-2.60, 0.96, 1.54], [-3.73, -0.08, -2.19], [-0.72, 6.10, -4.23], [-1.99, -2.19, 3.95], [-1.07, -3.13, -0.23], [-2.57, -3.33, 0.69], [0.96, -0.96, -2.14], [-1.17, 6.29, -5.53], [3.13, 2.16, -1.70], [1.33, -0.42, 1.83], [3.89, 2.31, -0.12], [0.22, 0.77, 3.08], [-4.65, -1.72, 1.01], [-0.34, 3.74, -4.66], [-0.14, 0.11, -0.53], [-2.99, 2.21, 2.78], [3.19, -1.27, 2.43], [-0.32, 4.84, -3.80], [1.79, 2.90, -0.19], [0.05, -1.73, -4.76], [2.97, 1.98, -0.63], [1.02, -2.12, -4.45], [-1.55, 5.34, -7.42], [-0.83, 3.11, -6.66], [-2.23, 4.26, 1.55], [1.14, 3.06, -1.05], [1.25, 0.69, 2.74], [-0.13, -3.12, -2.37], [1.79, -1.42, -4.76], [0.59, -1.11, 1.99], [-3.99, 4.16, 1.51], [-1.97, -1.11, 3.82], [-3.11, 3.98, 2.13], [-0.80, 2.81, 3.83], [-3.61, -1.22, -0.84], [-2.18, -0.53, -1.56], [-5.75, 0.66, 0.56], [2.21, 3.87, 0.11], [-0.80, 3.95, -5.97], [-1.48, 7.28, -5.86], [-4.64, 1.94, 3.68], [-2.81, 3.59, -0.56], [2.32, -2.97, -2.39], [-5.47, 1.88, 2.97], [0.01, 4.70, -2.78], [0.05, 2.65, 0.93], [2.53, 0.01, -1.19], [-2.16, 3.07, 4.94], [0.99, 2.28, 0.85], [-4.10, -2.70, 2.37], [-2.64, -0.67, 4.57], [-5.26, 1.46, -0.01], [-3.30, 2.71, -2.02], [2.78, 0.57, -0.39], [-1.74, 2.38, 4.19], [-4.63, 1.00, 4.24], [-0.70, 6.93, -3.53], [-4.90, -1.15, 2.65], [-4.20, -1.68, 2.00]],
  "mulliken_charge": [-0.660, 0.438, -0.363, 0.407, 0.614, 0.358, -0.972, 0.116, -0.456, -0.921, 0.254, 0.226, 0.316, -0.176, 0.299, 0.366, 0.351, 1.256, 0.343, -1.057, -0.284, -1.350, 0.269, -0.456, 0.148, -0.426, 0.392, 1.819, 0.436, -0.638, 0.384, 0.183, 0.270, -0.886, -0.365, 0.488, 0.460, 0.351, -0.547, 0.314, -0.194, 0.674, 0.108, 0.355, 0.096, 0.012, 0.258, -1.205, -1.029, 0.323, 0.332, 0.310, -0.325, 0.149, -0.788, 0.287, 0.030, 0.295, -1.126, -1.246, 0.131, 0.126, 0.068, 0.297, 0.412, -0.475, 0.326, -1.145, 0.332, -0.761, 0.289, 0.201, -0.071, 0.210, 0.486, 0.260, 0.336, 0.305, -1.212, 0.333, 0.223, -1.028, 0.279, 0.334, 0.288, -1.162],
  "largest_force_ev_per_a": 2.0,
  "total_energy_ev": -95415.4394,
  "e_above_lowest_ev": 0.984,
  "total_charge": -2,
  "homo_lumo_gap_ev": 5.014,
  "spin_multiplicity": 1
}